This record from the OMol25 dataset describes 2 unconnected molecules or ions with the total composition C8H11N4. The level of theory is ωB97M-V/def2-TZVPD.

```
23
Properties=species:S:1:pos:R:3:lowdin_charge:R:1
C 2.213 -1.093 -1.899 -0.014
C 2.314 -0.045 0.005 -0.066
C 0.950 -0.820 -1.600 -0.198
C -1.884 2.356 0.858 -0.095
C -1.206 1.649 -0.232 -0.035
C -0.607 0.811 1.792 -0.334
C -0.262 -1.428 -2.238 0.042
C -1.016 -0.545 2.319 -0.021
N 3.031 -0.708 -0.880 0.132
N -1.525 1.944 2.008 0.144
N 1.049 -0.178 -0.387 0.113
N -0.520 0.727 0.299 0.084
H 2.658 -1.697 -2.646 0.137
H 2.554 0.173 0.986 0.124
H -2.212 3.415 0.726 0.142
H -1.320 1.909 -1.275 0.132
H 0.535 0.912 2.058 0.188
H -0.599 -2.297 -1.716 0.103
H -1.106 -0.634 -2.383 0.136
H -0.027 -1.761 -3.156 0.043
H -1.988 -0.913 2.203 0.071
H -0.667 -0.555 3.374 0.107
H -0.365 -1.221 1.783 0.068
```

Results
* E_LUMO (spin up / spin down): -4.25 / -7.51 eV
* total charge: +1
* energy above the lowest of the compared OMol25 structures with the same formula, charge and spin: 61.5 kcal/mol
* orbital gap (spin up / spin down): 8.533 / 7.040 eV
* E_HOMO (spin up / spin down): -12.8 / -14.6 eV
* F_max: 7.008 eV/A
* spin multiplicity: 3
* DFT total energy: -14421.6861 eV